Entry 1:
DFT (wB97M-V/def2-TZVPD) results for a structure of composition C26H28N2S2SiSr at a distorted geometry.

Last column: Löwdin charge in e.
Cartesian coordinates (Å):
C: 1.22590 2.60601 1.32403  -0.2213
C: 0.25817 2.72589 0.24241  -0.2195
C: -1.07037 2.54115 0.80413  -0.2145
H: 0.47402 2.87688 -0.78500  0.0713
C: -0.92370 2.30841 2.21872  -0.2694
C: 0.49266 2.34607 2.53120  -0.3053
H: 0.91918 2.16338 3.48735  0.0526
H: 2.27874 2.64085 1.21891  0.0805
H: -1.96797 2.51047 0.24206  0.0667
H: -1.70704 2.08519 2.89716  0.0717
Sr: 0.13988 0.34777 1.18782  1.3004
C: -1.37132 -3.25587 -4.34986  -0.0480
H: -2.07544 -3.26625 -3.51537  0.0135
H: -1.65833 -2.47713 -5.06503  0.0213
H: -0.36172 -3.06524 -3.98359  -0.0092
Si: 0.03797 -0.36230 -1.41925  0.5122
C: 1.69257 -0.34281 -2.17529  -0.3810
C: 2.49467 0.81794 -2.22896  -0.1078
H: 2.14592 1.72612 -1.75841  0.0817
C: 3.74364 0.81313 -2.86377  -0.0911
H: 4.33354 1.72442 -2.89309  0.0976
C: 4.23266 -0.35508 -3.44775  -0.1076
H: 5.20363 -0.36042 -3.92974  0.0942
C: 3.46016 -1.51354 -3.40717  -0.0962
H: 3.82865 -2.42846 -3.86252  0.0958
C: 2.20293 -1.51098 -2.78782  -0.1123
H: 1.61419 -2.41367 -2.77273  0.0708
C: -1.09712 0.72621 -2.33614  -0.3598
C: -0.70075 1.25405 -3.58196  -0.0944
H: 0.26213 0.98161 -3.98857  0.0900
C: -1.52543 2.12795 -4.30470  -0.0902
H: -1.18357 2.51658 -5.25844  0.0959
C: -2.77814 2.48586 -3.81242  -0.1062
H: -3.41694 3.15849 -4.37637  0.0948
C: -3.20171 1.97201 -2.58892  -0.1001
H: -4.17887 2.23937 -2.19444  0.0980
C: -2.37861 1.11152 -1.86137  -0.1360
H: -2.72258 0.73776 -0.90324  0.0844
H: -0.45716 -1.73523 -1.51532  -0.0630
H: -1.39530 -4.23447 -4.85605  0.0165
C: -0.50184 2.70674 5.37438  -0.1001
C: -0.43678 1.21479 5.20851  -0.5863
N: -0.31050 0.40215 4.27042  0.0620
C: -0.41251 -0.97489 4.67611  -0.2953
C: -0.61355 -1.12262 6.03986  -0.3391
S: -0.69095 0.41027 6.81437  1.0403
C: -0.32864 -2.06632 3.84467  -0.3120
C: -0.44065 -3.37304 4.23915  -0.3395
S: -0.24774 -4.45903 2.90849  1.0573
C: 0.00273 -3.04187 1.85153  -0.6273
N: -0.09360 -1.90656 2.41736  -0.0103
C: 0.42224 -3.35669 0.47848  -0.1150
H: -0.73000 3.01808 6.40262  0.0657
H: 0.45901 3.20676 5.15416  0.0940
H: -1.30532 3.12655 4.75076  0.0875
H: -0.72048 -2.02866 6.59253  0.0642
H: -0.61684 -3.73669 5.23139  0.0694
H: 1.24193 -4.07783 0.47784  0.0876
H: -0.41702 -3.73687 -0.12395  0.0976
H: 0.87137 -2.42793 0.06082  0.0226

As for the net charge: 0. The calculation puts the LUMO energy at -0.38 eV. The calculation puts the energy at -60777.798 eV. The value obtained for the relative energy (zero: lowest compared OMol25 entry of this formula, charge and spin) is 0.0 kJ/mol. The calculation puts the largest force on an atom at 5.418 eV Å⁻¹. Its HOMO energy is -5.88 eV.

Entry 2:
DFT (wB97M-V/def2-TZVPD) results for a structure of composition C37H34BrN6O2Sn at a distorted geometry.

Last column: Löwdin charge in e.
Cartesian coordinates (Å):
Sn: -0.43503 -1.50277 0.10141  1.3715
C: 4.41837 -1.82054 -3.59130  0.0235
C: 3.13019 -1.19980 -4.05976  -0.0850
C: 2.24443 -1.94797 -4.87613  -0.0612
C: 2.29062 -3.47929 -4.98445  0.0391
C: 1.14562 -1.33223 -5.48353  -0.0893
C: 0.38163 -2.01275 -6.58202  0.0099
C: 0.64632 -0.10329 -5.01986  -0.0835
C: -0.68131 0.41043 -5.48731  0.0109
C: 1.42407 0.62601 -4.07327  -0.0455
C: 0.97387 1.91964 -3.50381  0.0242
C: 2.71072 0.08107 -3.65178  -0.0749
C: 3.62740 0.88237 -2.84469  0.0091
H: 4.31405 -2.61947 -2.79136  0.1406
H: 5.11122 -1.06571 -3.22857  0.0869
H: 4.87155 -2.31552 -4.47096  0.1262
H: 2.72019 -3.96500 -4.11588  0.0986
H: 2.94317 -3.76558 -5.84145  0.1440
H: 1.26053 -3.84235 -5.19644  0.1082
H: 1.06195 -2.65701 -7.15371  0.1177
H: -0.10110 -1.35125 -7.30136  0.1063
H: -0.38622 -2.65873 -6.15538  0.1334
H: -1.28935 0.57634 -4.59261  0.0953
H: -1.21952 -0.30248 -6.20396  0.1147
H: -0.61419 1.39405 -6.03625  0.1469
H: 1.77869 2.67623 -3.62142  0.1337
H: 0.79062 1.83695 -2.43863  0.1152
H: 0.06411 2.23154 -4.00799  0.0900
H: 4.04933 0.29725 -2.03401  0.1005
H: 3.12433 1.77866 -2.41986  0.1003
H: 4.53022 1.24914 -3.39290  0.1585
C: -4.23927 0.16155 -1.88920  -0.0703
C: -2.95486 -0.29256 -1.90431  -0.1235
N: -2.06504 0.12426 -1.01827  -0.0070
C: -2.42432 1.06393 -0.10727  -0.1887
C: -3.74475 1.48555 -0.10848  -0.0400
N: -4.57629 1.04587 -0.98668  0.1303
C: -1.40174 1.36654 0.88445  -0.1596
C: -1.67198 2.19085 1.99362  0.0739
C: -0.75325 2.40966 2.98653  -0.1111
C: 0.47450 1.81321 2.79525  0.0559
C: 0.79479 1.06757 1.64862  -0.1905
N: -0.17501 0.73010 0.70597  0.0225
C: 2.00200 0.34533 1.44301  -0.2020
C: 3.15063 0.62424 2.26430  -0.0068
N: 4.21319 -0.22249 2.26887  0.1239
C: 4.14343 -1.33656 1.49724  -0.0837
C: 3.08309 -1.58272 0.67495  -0.1310
N: 2.08252 -0.69603 0.53271  0.0167
C: -1.07501 3.28515 4.15143  -0.1478
C: -0.10706 3.92463 4.92718  -0.0137
C: -0.45740 4.82583 5.89828  -0.0868
N: -1.75444 5.19655 6.04464  0.0924
C: -2.68989 4.68748 5.23470  -0.1190
C: -2.40932 3.64430 4.40882  -0.0231
H: -4.97418 -0.02137 -2.67309  0.1359
H: -2.56375 -0.94824 -2.65625  0.1036
H: -4.08866 2.28076 0.50972  0.1270
H: -2.64099 2.61728 2.15573  0.1011
H: 1.19777 1.72440 3.60777  0.1147
H: 3.20141 1.46339 2.99534  0.1385
H: 4.94957 -2.03907 1.61145  0.1202
H: 3.07102 -2.50040 0.07192  0.1184
H: 0.94594 3.69770 4.74239  0.1161
H: 0.22186 5.36036 6.57517  0.1300
H: -3.73245 5.07144 5.41044  0.1412
H: -3.23549 3.11677 3.84177  0.1294
Br: 0.20926 -1.03394 5.43694  0.8096
C: -1.47755 -1.89754 5.11252  -0.5222
C: -2.18207 -2.25456 6.29632  -0.1163
C: -3.44100 -2.84051 6.26002  -0.0443
C: -4.00195 -3.11069 5.01752  -0.0334
C: -3.35293 -2.76268 3.83982  -0.0100
C: -2.07294 -2.24859 3.82435  -0.1453
C: -1.42554 -2.07378 2.52009  -0.6447
O: -2.17845 -2.04394 1.51075  -0.1371
O: -0.18585 -1.96623 2.33149  -0.1427
H: -1.72447 -2.02414 7.31500  0.1309
H: -4.00086 -3.03485 7.20140  0.1399
H: -5.02754 -3.52358 4.99224  0.1326
H: -3.82117 -2.88813 2.86204  0.1306

As for the net charge: +3. The calculation puts the LUMO energy (spin up / spin down) at -13.46 / -13.40 eV. The calculation puts the energy at -127800.904 eV. The value obtained for the relative energy (zero: lowest compared OMol25 entry of this formula, charge and spin) is 167.1 kJ/mol. The calculation puts the largest force on an atom at 4.310 eV Å⁻¹. Its HOMO energy (spin up / spin down) is -14.81 / -14.76 eV.

Entry 3:
DFT (wB97M-V/def2-TZVPD) results for a structure of composition C6H29NO9 at a distorted geometry.

Last column: Löwdin charge in e.
Cartesian coordinates (Å):
C: 2.72348 -2.36903 -1.23888  -0.0712
O: 2.07406 -2.37650 0.08807  -0.2458
C: 0.91994 -1.52255 0.41091  -0.1527
C: 1.11825 0.04660 0.24657  -0.1551
N: 0.84200 0.35652 -1.16850  -0.1369
C: 1.21372 1.61402 -1.52212  -0.2402
C: 0.92210 1.88301 -3.02591  -0.1241
O: 1.85376 1.11195 -3.92057  -0.2116
C: 1.92858 1.60034 -5.25691  -0.1362
H: 1.86077 -2.43207 -1.90210  0.0762
H: 3.26309 -3.30503 -1.38319  0.0793
H: 3.32616 -1.46306 -1.30282  0.0812
H: 0.63851 -1.76718 1.43514  0.1013
H: 0.25686 -2.12010 -0.21468  0.1185
H: 2.14586 0.32371 0.48177  0.1221
H: 0.48320 0.59296 0.94393  0.0894
H: 1.45809 -0.21797 -1.72571  0.1003
H: 2.28160 1.77791 -1.37764  0.1318
H: 0.50934 2.20557 -0.93729  0.1266
H: 1.20592 2.92260 -3.18959  0.1026
H: -0.09110 1.82561 -3.42369  0.1211
H: 2.05457 2.67596 -5.38043  0.0804
H: 1.14236 1.15712 -5.86808  0.0812
H: 2.83969 1.26027 -5.74918  0.0761
O: -1.32761 0.99973 -0.51730  -0.0990
H: -0.68871 0.41683 -0.92749  -0.0376
H: -1.68360 0.49099 0.21118  -0.0405
O: -2.41338 0.99952 3.00080  0.0298
H: -2.18439 1.87942 3.30008  0.1602
H: -3.11228 1.13777 2.36153  0.1484
O: 1.25120 0.21935 2.82345  -0.0681
H: 0.39097 -0.19482 2.89200  -0.0751
H: 1.38071 0.64526 3.67083  0.0453
O: -0.84482 -0.26510 3.55153  -0.0454
H: -0.78326 -0.79354 4.34726  0.1226
H: -1.67150 0.20895 3.64161  -0.0681
O: -1.16074 -0.62212 1.21323  -0.1076
H: -1.23257 -0.11800 2.02375  0.0160
H: -2.03726 -0.98122 1.07548  0.0153
O: -3.73111 -0.81449 3.23629  -0.0427
H: -3.51726 -1.29983 2.43946  -0.2875
H: -3.19568 -0.02265 3.18597  -0.1240
O: -3.33303 -1.76411 1.49441  0.1470
H: -3.50724 -2.66610 1.22554  0.1557
H: -3.56911 -1.23641 0.73150  0.1412

As for the net charge: 0. The calculation puts the LUMO energy at -0.29 eV. The calculation puts the energy at -26599.329 eV. The value obtained for the relative energy (zero: lowest compared OMol25 entry of this formula, charge and spin) is 1298.1 kJ/mol. The calculation puts the largest force on an atom at 10.389 eV Å⁻¹. Its HOMO energy is -8.63 eV.